No. 1
Formula: C2H2BrClO
Source: the Open Molecules 2025 dataset
Level of theory: the ωB97M-V functional and the def2-TZVPD basis

Summary:
Lowest unoccupied orbital energy ... -1.36 eV
Relative energy (zero: lowest compared OMol25 entry of this formula, charge and spin) ... 4.650 eV
Gap between HOMO and LUMO ... 7.51 eV
2S+1 ... 1

Geometry (Å):
C1 -0.376 -1.199 1.122
C2 1.655 0.604 -0.162
O1 -0.007 -1.953 1.991
Cl1 2.052 2.065 0.332
Br1 3.066 -0.705 0.032
H1 -1.194 -1.597 0.499
H2 -0.001 -0.042 0.593

Löwdin population analysis, charges in e, atoms 1 to 5: atom 1 (C): -0.184, atom 2 (C): -1.119, atom 3 (O): -0.026, atom 4 (Cl): 0.645, atom 5 (Br): 0.546

---

No. 2
Formula: C3H5N3S
Source: the Open Molecules 2025 dataset
Level of theory: the ωB97M-V functional and the def2-TZVPD basis

Summary:
Structure (SMILES) ... CSC#N.N=C=N
Lowest unoccupied orbital energy ... 0.46 eV
Relative energy (zero: lowest compared OMol25 entry of this formula, charge and spin) ... 2.217 eV
Gap between HOMO and LUMO ... 10.18 eV
2S+1 ... 1

Geometry (Å):
C1 1.905 0.950 0.071
C2 -1.923 0.848 0.050
C3 -1.008 -1.624 -0.136
N1 2.451 -0.007 0.538
N2 -1.737 1.970 0.182
N3 1.153 1.622 -0.592
S1 -2.532 -0.641 -0.401
H1 -0.752 -1.827 0.906
H2 -0.131 -1.106 -0.423
H3 -1.230 -2.549 -0.568
H4 3.272 -0.049 0.965
H5 0.530 2.413 -0.592

Löwdin population analysis, charges in e, atoms 1 to 5: atom 1 (C): -0.401, atom 2 (C): -0.683, atom 3 (C): -0.354, atom 4 (N): 0.166, atom 5 (N): 0.088

---

No. 3
Formula: C3H10NO2
Source: the Open Molecules 2025 dataset
Level of theory: the ωB97M-V functional and the def2-TZVPD basis

Summary:
Structure (SMILES) ... [NH3+]C(CO)CO
Lowest unoccupied orbital energy ... -3.27 eV
Relative energy (zero: lowest compared OMol25 entry of this formula, charge and spin) ... 1.125 eV
Gap between HOMO and LUMO ... 12.01 eV
Charge ... +1
2S+1 ... 1

Geometry (Å):
C1 -0.148 1.409 -0.524
O1 0.735 1.533 -1.603
C2 0.315 0.160 0.268
C3 -0.614 -0.467 1.300
O2 -0.414 -1.863 1.273
N1 0.663 -0.927 -0.763
H1 -1.211 1.301 -0.749
H2 -0.009 2.222 0.192
H3 0.658 2.433 -1.980
H4 1.299 0.346 0.698
H5 -0.576 0.086 2.239
H6 -1.646 -0.269 0.965
H7 -1.199 -2.274 1.692
H8 1.560 -1.379 -0.608
H9 0.010 -1.724 -0.678
H10 0.577 -0.586 -1.723

Löwdin population analysis, charges in e, atoms 1 to 5: atom 1 (C): -0.201, atom 2 (O): -0.045, atom 3 (C): -0.208, atom 4 (C): -0.199, atom 5 (O): -0.052

---

No. 4
Formula: C3H8O3
Source: the Open Molecules 2025 dataset
Level of theory: the ωB97M-V functional and the def2-TZVPD basis

Summary:
Structure (SMILES) ... COCO.C=O
Lowest unoccupied orbital energy ... 0.06 eV
Relative energy (zero: lowest compared OMol25 entry of this formula, charge and spin) ... 3.014 eV
Gap between HOMO and LUMO ... 10.22 eV
2S+1 ... 1

Geometry (Å):
C1 -1.739 0.608 -0.137
C2 0.400 0.782 0.880
O1 -0.750 1.428 0.478
O2 0.257 -0.323 1.625
H1 1.045 1.526 1.353
H2 -2.578 1.265 -0.360
H3 -2.071 -0.201 0.519
H4 -1.356 0.172 -1.067
C3 1.354 -1.017 -0.986
O3 0.741 -1.857 -0.298
H5 0.308 -1.156 0.990
H6 0.961 -0.702 -1.965
H7 2.448 -0.917 -0.895
H8 0.981 0.392 -0.137

Löwdin population analysis, charges in e, atoms 1 to 5: atom 1 (C): -0.073, atom 2 (C): -0.360, atom 3 (O): -0.129, atom 4 (O): -0.017, atom 5 (H): 0.146

---

No. 5
Formula: C3H12N2OS2
Source: the Open Molecules 2025 dataset
Level of theory: the ωB97M-V functional and the def2-TZVPD basis

Summary:
Structure (SMILES) ... NC[C@H](N)CSS.O
Lowest unoccupied orbital energy ... 0.58 eV
Relative energy (zero: lowest compared OMol25 entry of this formula, charge and spin) ... 0.425 eV
Gap between HOMO and LUMO ... 9.11 eV
2S+1 ... 1

Geometry (Å):
S1 2.284 2.155 0.332
S2 2.725 0.263 0.876
C1 1.615 -0.865 -0.093
C2 0.291 -1.004 0.652
C3 -0.651 -1.937 -0.181
N1 -2.039 -1.748 0.119
N2 -0.330 0.277 0.980
H1 2.750 2.182 -0.927
H2 2.242 -1.747 -0.099
H3 1.457 -0.560 -1.123
H4 0.399 -1.518 1.611
H5 -0.223 -2.940 -0.065
H6 -0.382 -1.923 -1.258
H7 -2.674 -2.515 0.220
H8 -2.412 -0.974 -0.398
H9 -0.625 0.721 0.111
H10 -1.193 0.080 1.465
H11 -0.993 4.761 -0.496
H12 -0.980 3.251 -0.659
O1 -1.261 4.043 -1.066

Löwdin population analysis, charges in e, atoms 1 to 5: atom 1 (S): 0.285, atom 2 (S): 0.408, atom 3 (C): -0.485, atom 4 (C): -0.482, atom 5 (C): -0.277

---

No. 6
Formula: C39H82BBr2ClNO12P2
Source: the Open Molecules 2025 dataset
Level of theory: the ωB97M-V functional and the def2-TZVPD basis

Summary:
Lowest unoccupied orbital energy ... -4.13 eV
Gap between HOMO and LUMO ... 7.10 eV
Charge ... +1
2S+1 ... 1

Geometry (Å):
C1 3.022 6.953 1.308
C2 1.854 6.082 0.539
C3 2.388 5.393 -0.869
C4 1.177 4.728 -1.776
C5 0.724 3.282 -1.070
C6 -0.651 3.556 -0.258
C7 -1.311 2.336 0.577
C8 -0.805 0.818 0.284
O1 -0.658 0.394 -1.152
C9 -1.718 0.925 -2.001
C10 -1.937 -0.049 -3.334
O2 -3.156 -0.869 -3.058
C11 -4.379 -0.100 -3.412
C12 -5.435 -0.040 -2.118
C13 0.747 0.408 0.776
C14 1.306 0.884 2.214
Br1 1.098 -0.509 3.695
C15 2.876 1.313 2.319
C16 3.675 1.604 0.940
Br2 3.879 -0.063 3.444
C17 0.550 -1.218 0.437
B1 1.948 -1.996 0.067
O3 3.103 -2.204 0.962
O4 2.082 -2.575 -1.317
C18 2.881 -1.689 -2.178
N1 -0.746 -1.664 0.456
C19 -1.280 -3.015 0.096
Cl1 -1.092 -3.216 -1.775
C20 -0.679 -4.322 0.814
C21 0.031 -4.145 2.267
C22 -1.677 -0.484 0.833
C23 -2.495 -0.498 2.218
C24 -2.410 -1.936 3.076
C25 -2.249 0.653 3.326
C26 -3.438 1.789 3.188
C27 -4.663 1.630 4.265
H1 3.177 6.560 2.422
H2 4.057 6.824 0.753
H3 2.683 8.084 1.376
H4 1.446 5.230 1.250
H5 0.935 6.774 0.257
H6 3.127 4.499 -0.616
H7 2.925 6.192 -1.541
H8 1.593 4.550 -2.871
H9 0.224 5.427 -1.848
H10 0.617 2.529 -1.989
H11 1.609 2.901 -0.408
H12 -0.462 4.494 0.453
H13 -1.463 3.932 -1.046
H14 -2.484 2.352 0.351
H15 -1.237 2.671 1.721
H16 -2.736 0.917 -1.400
H17 -1.458 1.990 -2.420
H18 -2.047 0.613 -4.301
H19 -1.036 -0.784 -3.501
H20 -4.115 1.014 -3.664
H21 -4.976 -0.625 -4.292
H22 -6.313 0.688 -2.418
H23 -5.937 -1.098 -1.941
H24 -4.877 0.343 -1.150
H25 1.332 0.715 -0.220
H26 0.684 1.856 2.527
H27 2.929 2.310 2.974
H28 3.502 2.742 0.659
H29 4.841 1.526 1.186
H30 3.488 0.861 0.057
H31 3.886 -1.650 0.633
H32 3.999 -2.103 -2.189
H33 2.836 -0.552 -1.902
H34 2.525 -1.764 -3.312
H35 -2.461 -2.980 0.265
H36 0.090 -4.855 0.090
H37 -1.567 -5.108 0.952
H38 0.517 -3.106 2.484
H39 0.924 -4.936 2.314
H40 -0.687 -4.462 3.167
H41 -2.547 -0.712 0.042
H42 -3.659 -0.433 1.945
H43 -3.199 -1.809 3.963
H44 -2.802 -2.827 2.427
H45 -1.366 -2.105 3.575
H46 -1.230 1.207 3.322
H47 -2.375 0.192 4.420
H48 -3.906 1.798 2.109
H49 -2.939 2.864 3.331
H50 -5.190 2.690 4.336
H51 -4.244 1.347 5.326
H52 -5.513 0.884 3.892
O5 -3.585 -7.102 3.066
P1 -4.379 -6.995 4.391
O6 -3.084 -7.424 5.323
C28 -2.025 -6.493 5.468
C29 -2.485 -5.207 6.127
O7 -5.070 -8.494 4.193
C30 -5.608 -8.834 2.924
C31 -4.689 -9.830 2.235
O8 -5.266 -6.876 5.872
C32 -5.518 -7.962 6.758
C33 -4.380 -8.245 7.723
H53 -1.570 -6.290 4.493
H54 -1.263 -6.968 6.093
H55 -3.177 -4.662 5.478
H56 -1.633 -4.557 6.342
H57 -3.016 -5.412 7.062
H58 -5.760 -7.942 2.306
H59 -6.590 -9.289 3.082
H60 -3.650 -9.488 2.225
H61 -5.009 -10.008 1.202
H62 -4.697 -10.784 2.771
H63 -5.825 -8.873 6.239
H64 -6.389 -7.657 7.352
H65 -3.569 -8.790 7.230
H66 -4.727 -8.870 8.550
H67 -3.966 -7.319 8.132
O9 4.448 5.941 -4.783
P2 5.699 5.634 -5.642
O10 4.857 5.651 -7.063
C34 4.390 6.898 -7.550
C35 5.528 7.859 -7.838
O11 5.627 4.007 -5.312
C36 5.414 3.592 -3.970
C37 3.992 3.075 -3.821
O12 7.097 5.291 -6.601
C38 7.270 4.123 -7.397
C39 6.626 4.213 -8.770
H68 3.681 7.335 -6.839
H69 3.843 6.696 -8.477
H70 6.032 8.153 -6.913
H71 5.155 8.762 -8.328
H72 6.281 7.395 -8.481
H73 5.615 4.408 -3.267
H74 6.123 2.790 -3.746
H75 3.257 3.783 -4.213
H76 3.758 2.873 -2.769
H77 3.866 2.149 -4.390
H78 6.966 3.208 -6.883
H79 8.354 4.029 -7.545
H80 5.545 4.055 -8.712
H81 7.026 3.439 -9.430
H82 6.801 5.191 -9.228

Löwdin population analysis, charges in e, atoms 1 to 5: atom 1 (C): -0.142, atom 2 (C): -0.260, atom 3 (C): -0.217, atom 4 (C): -0.185, atom 5 (C): -0.198

---

No. 7
Formula: C12H39F6NO8P
Source: the Open Molecules 2025 dataset
Level of theory: the ωB97M-V functional and the def2-TZVPD basis

Summary:
Lowest unoccupied orbital energy ... 2.55 eV
Gap between HOMO and LUMO ... 9.57 eV
Charge ... -1
2S+1 ... 1

Geometry (Å):
P1 0.455 -0.554 -1.958
F1 0.592 -1.524 -3.322
F2 1.920 -0.054 -2.247
F3 -0.202 0.686 -2.868
F4 0.541 0.369 -0.583
F5 -1.016 -1.122 -1.644
F6 1.045 -1.737 -1.033
C1 -1.716 -1.008 1.893
O1 -2.813 -0.098 2.137
C2 -2.863 1.045 1.226
C3 -4.058 1.910 1.730
N1 -3.933 2.241 3.128
C4 -2.949 3.208 3.488
C5 -2.627 3.085 4.987
O2 -1.522 3.923 5.417
C6 -1.768 4.317 6.736
H1 -1.918 -1.315 0.866
H2 -1.682 -1.880 2.545
H3 -0.749 -0.513 1.982
H4 -2.834 0.825 0.158
H5 -1.955 1.616 1.421
H6 -5.025 1.508 1.427
H7 -4.139 2.851 1.186
H8 -3.489 1.393 3.448
H9 -3.415 4.176 3.301
H10 -2.068 3.151 2.849
H11 -2.246 2.094 5.235
H12 -3.537 3.274 5.557
H13 -2.640 4.971 6.737
H14 -0.861 4.868 6.987
H15 -1.866 3.501 7.452
C7 1.018 -4.598 1.399
O3 -0.017 -4.262 2.328
H16 0.920 -5.642 1.102
H17 0.980 -3.902 0.561
H18 2.045 -4.444 1.731
H19 0.055 -4.597 3.225
C8 3.124 -0.642 0.871
O4 3.907 -0.320 -0.293
H20 2.800 -1.682 0.900
H21 3.747 -0.400 1.732
H22 2.207 -0.054 0.887
H23 3.328 -0.280 -1.058
C9 3.217 -3.763 -1.811
O5 3.775 -3.363 -0.554
H24 3.227 -2.999 -2.588
H25 3.608 -4.744 -2.077
H26 2.164 -3.794 -1.530
H27 3.381 -2.500 -0.410
C10 2.727 3.155 -2.175
O6 1.621 3.019 -2.981
H28 3.288 2.224 -2.090
H29 3.513 3.869 -2.418
H30 2.390 3.249 -1.142
H31 1.244 2.157 -2.792
C11 2.561 -0.256 -6.034
O7 2.450 -1.429 -5.218
H32 3.205 -0.427 -6.897
H33 1.495 -0.079 -6.179
H34 2.891 0.675 -5.571
H35 2.035 -1.209 -4.380
C12 -2.394 -1.178 -4.444
O8 -2.232 -2.327 -3.574
H36 -3.113 -0.506 -3.976
H37 -1.462 -0.616 -4.496
H38 -2.695 -1.405 -5.466
H39 -1.671 -2.138 -2.819

Löwdin population analysis, charges in e, atoms 1 to 5: atom 1 (P): 0.272, atom 2 (F): -0.166, atom 3 (F): -0.134, atom 4 (F): -0.161, atom 5 (F): -0.174